No. 1
The following is a quantum chemistry calculation of a 2-piece molecular cluster, C2H8N6 overall at a distorted geometry, from OMol25.

The geometry in XYZ format:
```
16
C2H8N6 ωB97M-V/def2-TZVPD
C 2.488 -1.249 1.087
C -0.311 1.421 -0.959
N -3.624 0.063 0.233
N -4.067 0.267 1.249
N -3.342 0.020 -0.906
N 0.964 -0.353 -0.122
N 1.315 -1.410 0.381
N -0.152 -0.014 -0.555
H 2.345 -1.555 2.166
H 3.356 -1.924 0.800
H 2.915 -0.225 1.002
H 0.449 1.997 -0.379
H -0.094 1.439 -2.007
H -1.321 1.634 -0.666
H -2.649 -0.523 -1.248
H 1.729 0.413 -0.077
```

Summary:
2S+1: 3
Energy above the lowest of the compared OMol25 structures with the same formula, charge and spin, kcal/mol: 19.1
E_tot, hartree: -409.2419
Kohn-Sham gap (spin up / spin down), hartree: 0.2495 / 0.3230

No. 2
The following is a quantum chemistry calculation of a 2-piece molecular cluster, C2H8NO overall at a distorted geometry, from OMol25.

The geometry in XYZ format:
```
12
C2H8NO ωB97M-V/def2-TZVPD
C -1.793 -0.284 -0.576
H -2.747 0.196 -0.268
H -2.019 -1.392 -0.670
H -0.915 0.086 0.118
H -1.548 0.106 -1.558
N 1.668 0.373 -0.401
C 1.198 -0.119 0.927
O 0.067 0.445 1.375
H 1.947 1.363 -0.410
H 0.880 0.379 -1.020
H 1.149 -1.239 0.899
H 2.113 0.086 1.585
```

Summary:
Total charge: -1
2S+1: 1
Energy above the lowest of the compared OMol25 structures with the same formula, charge and spin, kcal/mol: 14.2
E_tot, hartree: -210.9616
Kohn-Sham gap, hartree: 0.2659

No. 3
The following is a quantum chemistry calculation of C2H8NO as an isolated structure at a distorted geometry, from OMol25.

The geometry in XYZ format:
```
12
C2H8NO ωB97M-V/def2-TZVPD
O -0.492 1.081 1.727
H -1.377 1.429 1.888
C 0.831 0.534 -1.086
N -0.231 -0.119 -0.405
C -0.090 -1.536 -0.365
H 1.914 0.123 -0.882
H 0.804 1.591 -0.903
H 0.695 0.319 -2.146
H -0.434 0.302 0.680
H 0.689 -1.907 0.295
H -1.027 -2.007 -0.066
H 0.224 -1.962 -1.360
```

Summary:
2S+1: 2
Energy above the lowest of the compared OMol25 structures with the same formula, charge and spin, kcal/mol: 36.5
E_tot, hartree: -210.8721
Kohn-Sham gap (spin up / spin down), hartree: 0.3915 / 0.2539

No. 4
The following is a quantum chemistry calculation of a 2-piece molecular cluster, C2H8NO overall at a distorted geometry, from OMol25.

The geometry in XYZ format:
```
12
C2H8NO ωB97M-V/def2-TZVPD
C -1.408 -0.029 -0.708
C -0.553 -1.108 -0.718
O 0.264 -1.441 0.376
H -1.770 0.363 -1.681
H -1.549 0.555 0.218
H -0.517 -1.850 -1.533
H 0.474 -2.382 0.381
N 1.032 1.196 0.724
H 0.838 1.744 1.585
H 2.007 1.016 0.646
H 0.551 0.271 0.773
H 0.632 1.666 -0.063
```

Summary:
Total charge: +1
2S+1: 1
Energy above the lowest of the compared OMol25 structures with the same formula, charge and spin, kcal/mol: 28.1
E_tot, hartree: -210.7083
Kohn-Sham gap, hartree: 0.3670

No. 5
The following is a quantum chemistry calculation of a 2-piece molecular cluster, C2H8NO overall at a distorted geometry, from OMol25.

The geometry in XYZ format:
```
12
C2H8NO ωB97M-V/def2-TZVPD
C 0.973 -1.030 0.067
C -0.996 -0.556 1.369
N -0.379 -0.472 0.268
H 1.171 -1.729 0.871
H 1.691 -0.214 0.122
H 1.036 -1.559 -0.874
H -0.498 -0.805 2.293
H -1.997 -0.151 1.409
H -0.789 0.021 -0.520
H 0.566 2.598 -1.749
H -0.771 1.952 -1.925
O -0.008 1.945 -1.329
```

Summary:
Total charge: +1
2S+1: 1
Energy above the lowest of the compared OMol25 structures with the same formula, charge and spin, kcal/mol: 21.6
E_tot, hartree: -210.7187
Kohn-Sham gap, hartree: 0.3997

No. 6
The following is a quantum chemistry calculation of a 2-piece molecular cluster, C2H8NO overall at a distorted geometry, from OMol25.

The geometry in XYZ format:
```
12
C2H8NO ωB97M-V/def2-TZVPD
O -0.893 -2.717 -0.291
H -0.428 -3.634 -0.512
H -1.841 -2.904 -0.052
H 0.519 2.242 1.361
C 0.801 2.025 0.324
C 0.667 0.614 -0.147
N -0.488 0.004 -0.115
H 0.286 2.776 -0.254
H 1.873 2.194 0.162
H 1.448 -0.096 -0.353
H -1.380 0.576 0.084
H -0.565 -1.079 -0.208
```

Summary:
Total charge: +1
2S+1: 1
Energy above the lowest of the compared OMol25 structures with the same formula, charge and spin, kcal/mol: 17.3
E_tot, hartree: -210.7256
Kohn-Sham gap, hartree: 0.4267

No. 7
The following is a quantum chemistry calculation of a 2-piece molecular cluster, C2H8NO overall at a distorted geometry, from OMol25.

The geometry in XYZ format:
```
12
C2H8NO ωB97M-V/def2-TZVPD
O 1.641 1.718 -2.508
H -1.625 -1.129 -0.068
H 1.089 1.809 -3.293
H 2.301 2.418 -2.600
C -0.779 -1.072 1.921
C -0.039 -0.018 -0.127
N -0.795 -0.881 0.459
H -0.102 -1.886 2.198
H -1.767 -1.403 2.231
H -0.480 -0.191 2.455
H -0.372 0.511 -1.017
H 0.928 0.124 0.350
```

Summary:
Total charge: +1
2S+1: 1
Energy above the lowest of the compared OMol25 structures with the same formula, charge and spin, kcal/mol: 32.2
E_tot, hartree: -210.7017
Kohn-Sham gap, hartree: 0.3478

No. 8
The following is a quantum chemistry calculation of a 2-piece molecular cluster, C2H8NO overall at a distorted geometry, from OMol25.

The geometry in XYZ format:
```
12
C2H8NO ωB97M-V/def2-TZVPD
C 0.950 -0.553 -0.687
C 1.011 -0.779 0.620
N 0.033 0.416 -1.162
H 1.547 -1.198 -1.364
H 1.927 -1.283 0.980
H 0.588 -0.255 1.551
H 0.426 1.371 -0.895
H -0.209 0.188 -2.234
H -0.838 0.327 -0.732
H -1.430 0.078 1.814
H -2.450 1.025 1.088
O -1.555 0.664 1.022
```

Summary:
Total charge: +2
2S+1: 2
Energy above the lowest of the compared OMol25 structures with the same formula, charge and spin, kcal/mol: 71.0
E_tot, hartree: -210.1141
Kohn-Sham gap (spin up / spin down), hartree: 0.3537 / 0.1978